The following is a DFT calculation (the ωB97M-V functional and the def2-TZVPD basis) of a 7-piece molecular cluster, C37H65N2O22PS overall in a non-equilibrium geometry.

Computed properties:
Gap between HOMO and LUMO = 8.171 eV
Max |F| = 0.02796 Eh/bohr
SMILES = NCCCCCc1cc2c(cc1P(O)(O)=S)C(=O)NC2=O.CCOC(=O)OC.CCOC(=O)OC.CCOC(=O)OC.CCOC(=O)OC.CCOC(=O)OC.CCOC(=O)OC
Highest occupied orbital energy = -9.181 eV

Structure (XYZ):
```
128
Properties=species:S:1:pos:R:3:forces:R:3
N 0.0430 -1.6270 6.1341 -0.226 -0.050 -0.422
C 0.0882 -3.0107 5.6270 0.039 0.192 0.240
C -1.2387 -3.7828 5.7024 0.158 -0.225 0.216
C -1.4572 -4.7888 4.5633 -0.082 -0.070 0.078
C -2.3973 -4.3029 3.4590 0.014 0.077 -0.065
C -2.1744 -2.8631 2.9874 0.119 -0.318 -0.184
C -0.8012 -2.5769 2.4188 0.147 0.359 -0.033
C -0.0809 -3.6447 1.8838 0.104 -0.131 -0.232
C 1.1835 -3.4312 1.3821 0.077 0.417 0.003
C 1.7575 -2.1704 1.3709 -0.193 -0.218 0.045
C 1.0595 -1.0799 1.8389 -0.001 -0.099 -0.108
C -0.2231 -1.2801 2.3621 -0.039 -0.322 0.301
P -0.9826 0.3037 2.8261 -0.144 0.781 -1.198
O -0.1561 0.8071 4.1133 0.070 -0.299 0.166
O -2.4385 0.0698 3.4324 0.185 -0.122 0.467
S -1.0131 1.5109 1.3398 -0.051 -0.221 0.314
C 3.1181 -2.2749 0.7866 0.227 -0.266 -0.204
O 3.8227 -1.3941 0.3922 0.146 0.062 0.331
N 3.4323 -3.6904 0.6545 -1.029 0.460 0.398
C 2.1649 -4.3860 0.8008 0.260 -0.183 -0.285
O 1.9587 -5.5004 0.4180 0.122 -0.068 0.404
H -0.6496 -1.5511 6.8718 0.179 -0.003 0.198
H -0.2992 -1.0179 5.3976 -0.084 -0.083 0.183
H 0.4514 -2.9820 4.5989 0.040 0.041 0.039
H 0.8448 -3.5366 6.2125 0.007 -0.113 -0.098
H -1.2544 -4.3351 6.6453 -0.041 0.106 0.045
H -2.0654 -3.0691 5.7716 -0.054 -0.044 -0.130
H -0.4932 -5.0792 4.1355 0.059 0.060 0.088
H -1.8793 -5.7045 4.9819 -0.006 -0.033 -0.110
H -3.4228 -4.3537 3.8309 -0.033 -0.008 -0.042
H -2.3483 -4.9813 2.6043 -0.119 -0.091 0.093
H -2.4063 -2.2010 3.8155 0.000 0.034 -0.145
H -2.8900 -2.6697 2.1829 -0.141 0.231 0.168
H -0.4940 -4.6437 1.8641 -0.003 0.032 0.001
H 1.4878 -0.0863 1.7816 -0.014 0.024 -0.050
H 0.6203 0.2656 4.3058 0.160 0.142 0.022
H -2.3851 -0.2954 4.3272 -0.222 0.125 0.047
H 4.0679 -3.9717 1.3966 0.452 -0.208 -0.490
C -4.9800 0.4324 1.5216 -0.311 -0.037 -0.193
C -4.9735 1.8596 2.0248 0.280 -0.179 0.063
O -6.0604 2.6207 1.4638 0.004 0.064 0.005
C -7.2547 2.3866 1.9926 -0.015 -0.017 -0.049
O -7.5037 1.6359 2.9017 -0.003 -0.002 0.041
O -8.1522 3.1298 1.3402 0.005 0.011 -0.011
C -9.5013 2.9404 1.7710 -0.071 0.059 -0.008
H -4.9686 0.4174 0.4306 0.071 0.037 0.001
H -4.1049 -0.0952 1.8849 0.037 0.016 -0.015
H -5.8723 -0.0981 1.8550 0.014 0.037 0.063
H -4.0701 2.3725 1.7027 -0.062 0.068 -0.065
H -5.0188 1.9077 3.1124 -0.114 -0.029 -0.001
H -9.5907 3.0964 2.8437 0.013 -0.032 0.015
H -9.8444 1.9386 1.5173 0.016 -0.020 0.044
H -10.0886 3.6801 1.2354 0.026 0.005 -0.024
C -0.9891 3.3106 -4.6340 0.153 0.001 0.060
C -1.1273 1.8296 -4.9091 -0.226 0.072 -0.097
O 0.1117 1.1257 -4.7152 0.045 -0.001 -0.003
C 0.4414 0.8977 -3.4441 0.077 -0.060 0.009
O -0.2121 1.1886 -2.4775 -0.064 0.038 0.043
O 1.6225 0.2778 -3.4223 -0.042 0.046 0.009
C 2.1310 0.0302 -2.1053 0.099 -0.109 0.011
H -0.1897 3.7366 -5.2416 -0.039 0.008 -0.040
H -1.9214 3.8207 -4.8761 -0.011 -0.005 -0.016
H -0.7589 3.4928 -3.5857 -0.042 -0.022 0.014
H -1.3778 1.6531 -5.9535 0.062 -0.040 -0.009
H -1.9009 1.3767 -4.2898 0.054 0.004 0.074
H 1.3980 -0.5075 -1.5061 -0.031 0.037 0.010
H 2.3876 0.9668 -1.6141 -0.052 0.012 0.022
H 3.0236 -0.5727 -2.2384 0.005 0.014 -0.034
C -5.5138 -9.5150 -0.2366 0.079 -0.045 0.143
C -4.8096 -8.2002 -0.4870 -0.161 0.012 -0.202
O -3.9743 -7.8143 0.6197 0.000 0.004 0.044
C -2.8137 -8.4601 0.7086 0.005 0.080 0.004
O -2.3981 -9.2916 -0.0536 0.000 -0.054 -0.007
O -2.1761 -8.0129 1.7933 0.016 0.029 0.053
C -0.9232 -8.6575 2.0503 0.091 0.043 0.036
H -6.0816 -9.4707 0.6935 -0.046 0.022 -0.032
H -6.2013 -9.7277 -1.0550 -0.012 0.015 -0.009
H -4.7996 -10.3336 -0.1652 0.016 0.010 -0.047
H -5.5287 -7.3887 -0.5779 0.030 0.037 0.058
H -4.2110 -8.2309 -1.3967 0.065 -0.052 0.040
H -0.2761 -8.6069 1.1779 -0.015 -0.019 -0.023
H -1.0831 -9.6964 2.3332 -0.003 -0.018 -0.051
H -0.4765 -8.1134 2.8775 -0.032 0.013 0.010
C 2.6632 -0.2696 -6.5072 0.110 0.166 -0.023
C 3.2804 -0.6608 -7.8307 -0.142 -0.232 0.061
O 3.8822 0.4632 -8.5010 0.004 0.036 -0.030
C 5.0628 0.8455 -8.0263 -0.051 0.057 0.018
O 5.6800 0.3257 -7.1339 0.037 -0.034 0.008
O 5.4569 1.9208 -8.7147 0.007 0.017 -0.041
C 6.6909 2.4860 -8.2692 0.103 0.133 0.003
H 1.9487 0.5421 -6.6385 -0.059 -0.047 -0.006
H 2.1403 -1.1196 -6.0698 -0.018 -0.010 -0.009
H 3.4222 0.0618 -5.8010 0.021 -0.053 0.004
H 2.5181 -1.0091 -8.5251 0.020 0.053 -0.051
H 4.0233 -1.4496 -7.7151 0.062 0.061 0.035
H 7.4836 1.7416 -8.2520 -0.037 -0.052 0.024
H 6.5736 2.9181 -7.2763 0.008 -0.055 0.029
H 6.9361 3.2691 -8.9813 -0.048 -0.013 -0.034
C 1.7518 3.4256 6.3937 -0.003 0.106 0.153
C 0.7132 2.4118 6.8193 0.083 -0.133 -0.251
O 0.3386 2.5636 8.1995 -0.006 0.003 0.056
C -0.4900 3.5733 8.4567 0.072 -0.001 0.034
O -0.9632 4.3301 7.6501 -0.043 0.018 -0.030
O -0.7080 3.6051 9.7721 -0.007 -0.007 0.015
C -1.5441 4.6821 10.2053 -0.052 0.007 0.080
H 2.6201 3.3798 7.0523 0.026 -0.047 -0.041
H 2.0739 3.2211 5.3723 -0.005 -0.019 -0.007
H 1.3470 4.4355 6.4293 -0.034 -0.008 -0.041
H 1.1162 1.4009 6.7620 -0.025 -0.015 0.090
H -0.1737 2.4612 6.1904 -0.043 0.088 0.051
H -2.4878 4.6802 9.6647 0.009 0.014 -0.035
H -1.0402 5.6358 10.0585 -0.016 0.005 -0.048
H -1.7180 4.5129 11.2634 0.029 -0.022 0.003
C 7.6000 8.3747 -5.9143 0.009 -0.129 -0.107
C 6.5431 9.2067 -6.6065 0.040 0.164 0.192
O 6.2207 8.6962 -7.9111 0.006 -0.012 -0.040
C 5.4340 7.6221 -7.9235 0.063 -0.012 -0.027
O 4.9606 7.0759 -6.9610 -0.033 -0.014 0.028
O 5.2616 7.2490 -9.1913 -0.007 0.008 -0.025
C 4.4721 6.0680 -9.3564 -0.098 -0.114 -0.088
H 8.4891 8.2934 -6.5407 0.019 0.050 0.024
H 7.8801 8.8421 -4.9703 0.002 0.021 0.002
H 7.2325 7.3712 -5.7061 -0.036 0.020 0.028
H 6.9080 10.2146 -6.7937 -0.010 -0.007 -0.072
H 5.6335 9.2768 -6.0109 -0.022 -0.085 -0.018
H 3.5084 6.1708 -8.8630 0.024 0.011 0.065
H 4.9952 5.2003 -8.9575 -0.026 0.006 0.057
H 4.3254 5.9481 -10.4253 0.067 0.058 -0.017
```
Positions in Å, forces in eV/Å.